w) Formula: C28H44F5KN4O6STe
Source: the Open Molecules 2025 dataset
Level of theory: ωB97M-V with the def2-TZVPD basis set

The geometry in XYZ format:
```
90
Properties=species:S:1:pos:R:3
Te -1.7875 -4.3895 -0.7790
K -0.9553 -0.9952 -0.5842
S -0.3760 1.1812 -3.0870
F -0.2869 -5.5866 -0.7203
F -2.3667 -2.7746 -1.8120
F -2.0895 -5.2165 -2.4336
F -2.4164 -5.9839 0.1205
F -3.7461 -4.2603 -0.6959
O 3.4081 -0.2643 -3.2955
O 2.5743 2.1742 4.7735
O -1.5151 -3.3956 0.6928
O -1.4770 1.3212 -2.0764
O -0.1048 -3.4006 -1.7835
O 1.4820 -3.4691 -0.1707
N 0.3824 -0.4967 1.8187
N 3.9684 1.7741 3.0415
N 1.6733 1.6391 -0.7337
N 1.8810 -0.9052 -1.6646
C -4.6271 -0.1950 0.5200
C -5.4475 -0.3120 -0.7484
C 5.6763 2.5263 4.6802
C 2.6651 -0.0684 -2.2966
C 2.0451 0.3414 3.3186
C 0.9934 0.5162 2.4318
C 5.5462 0.2546 1.8538
C -0.0011 2.8655 -3.6159
C 1.9324 -2.2672 -2.1834
C 0.7492 -1.7401 2.1364
C -3.8136 1.1137 2.3871
C -3.0363 0.0506 2.8369
C -2.4144 1.3660 -4.9967
C -1.1951 0.5635 -4.5813
C -3.8466 -1.2583 0.9674
C 1.0734 -3.1523 -1.2783
C 4.3000 1.1226 1.7725
C -3.0621 -1.1333 2.1056
C -4.5429 -0.2668 -1.9840
C 2.4081 -0.9508 3.6561
C 1.7389 -2.0068 3.0780
C 2.7088 1.3620 -1.7294
C -4.5961 0.9911 1.2468
C -6.2972 -1.5833 -0.7659
C 0.9233 2.8997 -4.8254
C 2.8568 1.5102 3.7849
C -2.1969 0.1748 4.0809
C 4.8131 2.8789 3.4753
H 5.7475 -0.1895 0.8784
H 0.2949 -2.5502 1.5715
H -5.6619 -2.4714 -0.7818
H 0.3894 2.6528 -5.7446
H 2.0044 -3.0322 3.2929
H 6.4220 0.8329 2.1575
H 0.6748 1.5152 2.1438
H 4.1744 3.7294 3.7208
H 1.5717 -2.3239 -3.2164
H -1.4330 -0.6020 4.1116
H -0.9464 3.3885 -3.7698
H 5.4400 3.1586 2.6270
H -2.8104 0.0773 4.9813
H 5.0410 2.2552 5.5221
H -6.1164 0.5573 -0.7777
H 6.2914 3.3806 4.9716
H -1.4673 -0.4560 -4.2973
H 4.4359 1.9041 1.0185
H 3.4590 0.5181 1.4425
H 1.7457 2.1899 -4.7072
H -3.8967 0.6129 -1.9742
H -3.8113 -2.1942 0.4183
H 2.0598 2.1041 0.0774
H 2.6169 2.0428 -2.5829
H 5.3984 -0.5532 2.5720
H -6.9453 -1.6390 0.1120
H -1.6941 1.1428 4.1286
H 1.3468 0.7199 -0.4317
H -3.0002 0.8132 -5.7326
H 3.2322 -1.1200 4.3415
H 1.3546 3.8947 -4.9472
H 2.9576 -2.6554 -2.1684
H -3.0470 1.5522 -4.1284
H -3.7973 2.0556 2.9276
H -2.4450 -1.9784 2.3891
H -5.1831 1.8387 0.9054
H 6.3361 1.6875 4.4543
H 3.7260 1.5057 -1.3403
H 0.4815 3.2776 -2.7279
H -3.9074 -1.1557 -2.0175
H -5.1467 -0.2500 -2.8973
H -2.1370 2.3249 -5.4396
H -6.9246 -1.6068 -1.6613
H -0.4329 0.4905 -5.3593
```

Computed properties:
LUMO: 3.86 eV
Gap between HOMO and LUMO: 0.2326 Ha
HOMO level: -0.091 hartree
Net charge: -2

Mulliken charges, unit e, in atom order: 1.4813, 0.9104, 0.5485, -0.4060, -0.4825, -0.3862, -0.4311, -0.4605, -0.8845, -0.6996, -0.7102, -0.7998, -0.4897, -0.6484, 0.8128, 0.3740, -0.2454, -0.0223, 0.6603, 0.2335, -1.1285, 0.5049, -0.2348, -0.3057, -1.3699, -0.8573, -0.8396, -0.1524, -0.8497, 1.1787, -1.1084, -0.6951, 0.0227, 0.6384, -0.3368, -0.5215, -0.9729, 0.1444, -1.6819, -0.4236, -0.8172, -1.5958, -1.2567, -0.0558, -1.6221, -0.7965, 0.4065, 0.5043, 0.2342, 0.3028, 0.4772, 0.3170, 0.5116, 0.4137, 0.2685, 0.2053, 0.5703, 0.4240, 0.4556, 0.3062, 0.4098, 0.3831, 0.4889, 0.4395, 0.1591, 0.3317, 0.1618, 0.4180, 0.2486, 0.1050, 0.2869, 0.3708, 0.3216, -0.0439, 0.4086, 0.5287, 0.3856, 0.3612, 0.2202, 0.3348, 0.2616, 0.2850, 0.2650, 0.1700, 0.4112, -0.0797, 0.5306, 0.2835, 0.4541, 0.4801

x) Formula: C28H44F5KN4O6STe
Source: the Open Molecules 2025 dataset
Level of theory: ωB97M-V with the def2-TZVPD basis set

The geometry in XYZ format:
```
90
Properties=species:S:1:pos:R:3
Te -3.8613 -4.9344 0.0393
K -0.9165 -1.9434 0.7374
S 0.0233 -2.0996 -2.4597
F -3.9551 -3.9939 -1.5862
F -5.3558 -5.7919 -0.7453
F -2.8464 -6.1330 -1.0639
F -5.1830 -4.3768 1.2461
F -3.8352 -6.4678 1.1740
O 1.0225 -2.4817 -1.3978
O -2.7804 -1.2455 -1.0011
O 1.5526 5.4542 -2.1378
O -2.3435 2.5402 1.0349
O -4.5331 -2.0317 0.1647
O -2.4214 -4.1720 0.7761
N 0.2353 5.9027 -0.3646
N 0.2643 0.4839 1.9181
N 0.0368 1.3884 -1.2813
N -2.6200 0.2763 1.5098
C -2.0401 6.2683 0.5865
C -3.7144 -1.1451 -0.1422
C -2.0835 -3.3035 -3.7630
C 0.5874 2.5957 -1.1546
C -0.0340 3.7748 -1.5332
C -0.7230 5.5155 0.6695
C 3.4676 -2.1354 2.4599
C -1.8927 2.4461 -2.2083
C 0.6854 -5.1658 1.0977
C 0.8512 7.2163 -0.2672
C 0.9488 -2.2005 -4.0185
C 1.4537 -3.4370 2.7771
C -2.0226 1.4296 1.5660
C 2.3454 -2.4693 3.2140
C -0.7440 1.4297 2.4266
C -1.1968 1.3163 -1.7894
C 1.7164 -3.4983 -4.1957
C 2.7469 -3.7439 0.8022
C -3.7822 0.1826 0.6358
C -1.3094 3.6897 -2.0742
C 3.6452 -2.7837 1.2445
C 0.3144 8.2039 -1.2966
C -1.0681 -3.5124 -2.6533
C 0.6588 5.0981 -1.3725
C 4.4627 -1.0968 2.9351
C 5.1023 -1.4987 4.2656
C 3.8347 0.2929 3.0382
C 1.6422 -4.1029 1.5655
H 2.1527 -1.9635 4.1542
H 2.4429 -3.4080 -5.0056
H 1.0507 -4.3285 -4.4314
H -2.5111 6.1030 -0.3843
H 0.6680 7.5831 0.7447
H -2.8951 2.3349 -2.5988
H -0.7611 8.3418 -1.1786
H -0.3746 2.4627 2.4600
H 4.5780 1.0359 3.3387
H -1.5879 -3.5693 -1.6951
H 5.5811 -2.4764 4.1905
H 0.7093 -6.0271 1.7702
H 1.1439 0.6163 2.4013
H 0.2391 -2.0080 -4.8248
H -2.8295 -4.0942 -3.7086
H 1.6243 -1.3451 -3.9594
H -2.7124 5.8737 1.3481
H -1.6667 0.3367 -1.8068
H 5.8528 -0.7662 4.5744
H 0.8025 9.1755 -1.1864
H 4.4928 -2.5189 0.6205
H -0.9444 4.4485 0.6268
H 5.2563 -1.0497 2.1821
H 0.4340 0.6681 0.9313
H 3.4071 0.6000 2.0832
H 0.5121 7.8302 -2.3007
H 1.9294 7.1073 -0.4006
H -0.2496 5.7003 1.6408
H -1.9190 7.3460 0.7360
H -1.0053 1.1233 3.4435
H 3.0351 0.3003 3.7830
H 2.2506 -3.7362 -3.2746
H 2.8862 -4.2018 -0.1689
H 4.3480 -1.5573 5.0532
H 0.9521 -5.5081 0.0979
H -1.6232 -3.3155 -4.7549
H -0.4551 -4.4068 -2.7698
H -4.7008 0.1727 1.2307
H -1.8349 4.5902 -2.3726
H -0.3539 -4.8281 1.0603
H 1.5904 2.6283 -0.7363
H 0.5853 -3.6755 3.3827
H -3.8273 1.0246 -0.0675
H -2.6082 -2.3594 -3.6068
```

Computed properties:
LUMO: 3.83 eV
Gap between HOMO and LUMO: 0.2093 Ha
HOMO level: -0.069 hartree
Net charge: -2

Mulliken charges, unit e, in atom order: 1.8868, 0.7624, 0.4357, -0.4059, -0.4160, -0.4585, -0.4029, -0.4515, -0.5368, -0.4426, -0.6919, -0.7559, -0.7185, -1.0343, 0.2730, -0.0194, -0.3055, -0.4523, -1.1886, 0.2360, -1.4769, -0.1891, 0.1748, -0.1718, 0.9975, -1.0617, -0.9309, -0.8376, -0.7771, -0.7370, 0.3817, 0.1724, -0.6486, 0.1651, -0.9408, -0.5385, -0.4150, 0.2915, -0.7323, -1.1007, 0.7713, 0.1368, 0.0726, -1.5335, -1.4403, 0.7100, 0.2650, 0.4039, 0.2327, 0.2251, 0.4158, 0.3854, 0.2682, 0.2043, 0.4953, -0.7639, 0.3553, 0.3890, -0.0517, 0.4530, 0.3822, 0.4518, 0.3882, 0.2949, 0.4465, 0.3791, 0.2455, -0.0225, 0.3671, 0.0522, 0.2630, 0.3003, 0.4079, 0.3480, 0.3764, 0.3843, 0.2592, 0.1142, 0.0798, 0.2931, 0.2719, 0.3750, 0.5913, 0.2672, 0.4900, 0.0155, 0.3760, 0.3255, 0.2088, 0.3352

The energy of each structure relative to the most stable one, in eV, is as follows: w) 0.000; x) 0.091.

w) Formula: C2H4N6
Source: the Open Molecules 2025 dataset
Level of theory: ωB97M-V with the def2-TZVPD basis set

The geometry in XYZ format:
```
12
Properties=species:S:1:pos:R:3
N 2.2599 1.2370 0.7082
N -2.0498 -1.4380 -0.3749
N -1.0083 0.1824 0.7562
N 1.0967 0.1142 -0.9445
N -0.0840 0.9405 1.0113
N -0.9442 -0.7161 -0.2235
C 1.1829 0.7408 0.3204
C 0.0722 -0.5898 -1.1079
H 2.2490 1.7585 1.5642
H -1.9111 -2.4016 -0.0641
H -2.5521 -1.3240 -1.2565
H -0.2085 -1.1793 -2.0483
```

Computed properties:
LUMO: 0.43 eV
SMILES: [H]/N=c1/ncn(N)nn1
Gap between HOMO and LUMO: 0.3564 Ha
HOMO level: -0.341 hartree

natural (NBO) charges, unit e, in atom order: -0.6207, -0.6308, 0.0501, -0.4494, -0.2183, -0.1342, 0.4414, 0.2773, 0.3582, 0.3730, 0.3745, 0.1789

x) Formula: C2H4N6
Source: the Open Molecules 2025 dataset
Level of theory: ωB97M-V with the def2-TZVPD basis set

The geometry in XYZ format:
```
12
Properties=species:S:1:pos:R:3
N -0.1388 0.7856 -0.5308
N -0.9105 -1.5607 -0.2800
N 1.3644 -0.9605 -0.1584
N -2.0295 -1.2266 -0.1015
N 2.3282 0.0616 0.1727
N -1.4589 1.1749 -0.1279
C 0.1758 -0.6039 -0.2044
C -2.3402 0.1893 0.2295
H 3.1593 0.2917 -0.4091
H 2.5597 -0.0893 1.2220
H -3.3748 0.4267 0.7970
H 0.6655 1.5112 -0.6091
```

Computed properties:
LUMO: -0.38 eV
SMILES: N/N=c1/nncn[nH]1
Gap between HOMO and LUMO: 0.3027 Ha
HOMO level: -0.317 hartree

natural (NBO) charges, unit e, in atom order: -0.4701, -0.1079, -0.3164, -0.1129, -0.7706, -0.1948, 0.4553, 0.0513, 0.3894, 0.3837, 0.2385, 0.4545

y) Formula: C2H4N6
Source: the Open Molecules 2025 dataset
Level of theory: ωB97M-V with the def2-TZVPD basis set

The geometry in XYZ format:
```
12
Properties=species:S:1:pos:R:3
N 0.1051 -0.8168 -0.0431
N -0.9672 1.2603 -0.3425
N 1.3774 1.1759 0.3565
N 2.2249 -0.9060 -0.1472
N 0.3179 1.8625 0.0776
N -2.2188 -0.6067 0.2021
C 1.3057 -0.1708 -0.0288
C -1.0879 -0.1468 -0.0727
H 2.9827 -0.1640 0.1539
H -1.7458 2.1269 -0.4240
H -2.2748 -1.7428 0.8409
H -0.0192 -1.8717 -0.5728
```

Computed properties:
LUMO: -0.32 eV
Gap between HOMO and LUMO: 0.3481 Ha
HOMO level: -0.360 hartree

natural (NBO) charges, unit e, in atom order: -0.6402, -0.5058, -0.2419, -0.5978, 0.0723, -0.6877, 0.4520, 0.5265, 0.3447, 0.4666, 0.3581, 0.4535

The energy of each structure relative to the most stable one, in eV, is as follows: w) 0.000; x) 2.192; y) 1.905.

w) Formula: C2H2O3S
Source: the Open Molecules 2025 dataset
Level of theory: ωB97M-V with the def2-TZVPD basis set

The geometry in XYZ format:
```
8
Properties=species:S:1:pos:R:3
S -2.0056 0.0448 -0.5073
O 0.4036 1.1243 0.2464
O 0.4745 -0.9468 0.1505
O 2.3823 0.1676 -0.5755
C 1.2915 0.1431 -0.1815
C -0.5051 0.0947 0.4697
H -0.7949 0.1951 1.5931
H -1.2462 -0.8228 -1.1955
```

Computed properties:
LUMO: 0.56 eV
Gap between HOMO and LUMO: 0.4045 Ha
HOMO level: -0.384 hartree

natural (NBO) charges, unit e, in atom order: 0.0087, -0.4981, -0.5020, -0.5117, 0.9593, 0.1981, 0.1914, 0.1544

x) Formula: C2H2O3S
Source: the Open Molecules 2025 dataset
Level of theory: ωB97M-V with the def2-TZVPD basis set

The geometry in XYZ format:
```
8
Properties=species:S:1:pos:R:3
S -0.5745 -1.0326 1.1990
O 2.0861 0.5808 -1.6424
O -0.0545 0.4936 -0.7989
O -1.6053 -1.5327 2.0476
C 1.3801 0.5026 -0.7197
C -1.0110 0.0584 0.0494
H -2.0585 0.2635 -0.4021
H 1.8377 0.6663 0.2672
```

Computed properties:
LUMO: -0.41 eV
Gap between HOMO and LUMO: 0.3316 Ha
HOMO level: -0.347 hartree

natural (NBO) charges, unit e, in atom order: 1.0990, -0.4796, -0.5341, -0.9101, 0.6465, -0.1958, 0.2420, 0.1321

The energy of each structure relative to the most stable one, in eV, is as follows: w) 0.000; x) 1.687.

w) Formula: C2H2O3S
Source: the Open Molecules 2025 dataset
Level of theory: ωB97M-V with the def2-TZVPD basis set

The geometry in XYZ format:
```
8
Properties=species:S:1:pos:R:3
S 1.6418 0.4803 -0.2862
O -0.1011 -1.4225 0.0169
O -0.1653 0.8910 -0.8395
O 1.7719 0.9059 1.0854
C -1.1034 0.1854 -0.2146
C 1.1165 -1.3556 -0.0154
H -1.1441 0.2678 0.9328
H -2.0162 0.0478 -0.6794
```

Computed properties:
LUMO: -0.39 eV
Gap between HOMO and LUMO: 0.3033 Ha
HOMO level: -0.318 hartree

natural (NBO) charges, unit e, in atom order: 1.2791, -0.5162, -0.6629, -0.8565, 0.2237, 0.1782, 0.1720, 0.1827

x) Formula: C2H2O3S
Source: the Open Molecules 2025 dataset
Level of theory: ωB97M-V with the def2-TZVPD basis set

The geometry in XYZ format:
```
8
Properties=species:S:1:pos:R:3
S -1.0136 -1.7914 -0.1452
O 1.5549 -1.5129 -0.0076
O -0.6423 1.1543 -0.2984
O 1.3556 1.1784 0.7969
C 0.4595 0.5860 0.2321
C 0.5255 -0.9507 -0.0228
H -0.5234 2.0869 -0.0983
H -1.7161 -0.7506 -0.4567
```

Computed properties:
LUMO: -0.18 eV
SMILES: O=C(O)C(=O)S
Gap between HOMO and LUMO: 0.3780 Ha
HOMO level: -0.385 hartree

natural (NBO) charges, unit e, in atom order: 0.0340, -0.4667, -0.6766, -0.5285, 0.6835, 0.3069, 0.5060, 0.1414

The energy of each structure relative to the most stable one, in eV, is as follows: w) 4.482; x) 0.000.

w) Formula: H2N2O4S
Source: the Open Molecules 2025 dataset
Level of theory: ωB97M-V with the def2-TZVPD basis set

The geometry in XYZ format:
```
9
Properties=species:S:1:pos:R:3
S 2.0411 -0.9916 0.8561
O 0.6968 1.0475 1.0448
O 4.9249 0.8583 -0.6157
O 1.2487 -1.2449 -0.4925
O -0.4222 0.7407 0.0941
N 3.3537 -0.3050 0.4329
N 3.8500 0.7364 -0.1221
H 0.6738 -0.4767 -0.6052
H -0.2748 1.5440 -0.3994
```

Computed properties:
LUMO (alpha / beta): -1.78 / -2.01 eV
Gap between HOMO and LUMO (alpha / beta): 0.2835 / 0.2536 Ha
HOMO level (alpha / beta): -0.349 / -0.328 hartree

natural (NBO) charges, unit e, in atom order: 1.2826, -0.4052, -0.2681, -0.8511, -0.5056, -0.5558, 0.3089, 0.5173, 0.4770

x) Formula: H2N2O4S
Source: the Open Molecules 2025 dataset
Level of theory: ωB97M-V with the def2-TZVPD basis set

The geometry in XYZ format:
```
9
Properties=species:S:1:pos:R:3
S 0.9049 0.5910 -0.0776
O -0.8151 -0.0111 -0.0065
O 0.8532 1.7106 -0.9686
O -2.5226 -0.1020 1.3202
O -0.7211 0.7511 2.0750
N -1.3904 0.2489 1.2290
N 1.4183 -0.7167 -0.9965
H 1.3039 -1.6794 -0.7011
H 0.9689 -0.7924 -1.8738
```

Computed properties:
LUMO: 0.27 eV
Gap between HOMO and LUMO: 0.4253 Ha
HOMO level: -0.415 hartree

natural (NBO) charges, unit e, in atom order: 1.6616, -0.5519, -0.8720, -0.3349, -0.3800, 0.7280, -1.0486, 0.4049, 0.3929

The energy of each structure relative to the most stable one, in eV, is as follows: w) 4.054; x) 0.000.